This record from the OMol25 dataset describes a structure of composition C10H30KMnO10. The level of theory is ωB97M-V with the def2-TZVPD basis set.

```
! RIJCOSX wB97M-V def2-TZVPD def2/J DEFGRID3
* xyz 1 6
Mn -1.7672 2.1115 1.1894
K -4.5996 0.5365 -1.2058
C -5.2318 2.7321 3.2960
C -3.9426 2.4303 2.5772
O -3.8385 1.4374 1.7977
O -2.8950 3.0974 2.7958
H -5.1344 2.7343 4.3880
H -5.9754 1.9508 3.1542
H -5.5424 3.7525 3.0779
C -0.2067 -0.7847 -1.2803
C -0.7895 0.1505 -0.2623
O -2.0366 0.3893 -0.2485
O -0.0621 0.9074 0.4339
H -0.9962 -1.3764 -1.7342
H 0.6066 -1.4148 -0.9262
H 0.2555 -0.1743 -2.0620
C 1.6573 -4.8219 0.2986
O 0.5325 -4.2212 -0.3601
H 2.5787 -4.5261 -0.1952
H 1.6953 -4.4889 1.3386
H 1.5677 -5.9098 0.2688
H -0.1905 -4.3031 0.2675
C -2.0364 2.1151 -3.8446
O -3.3353 1.7846 -3.3066
H -2.0878 2.1093 -4.9329
H -1.7818 3.1277 -3.5389
H -1.2946 1.3880 -3.5326
H -3.7289 2.6059 -3.0053
C 3.4216 -1.3921 1.3753
O 2.7138 -1.1881 0.1540
H 4.4323 -1.7461 1.1706
H 3.4634 -0.4509 1.9255
H 2.9805 -2.1901 1.9837
H 2.0346 -0.5305 0.3370
C -0.2615 0.4339 3.7132
O -0.6336 1.7093 3.2081
H -0.7820 0.1962 4.6413
H -0.4548 -0.3376 2.9706
H 0.8140 0.3740 3.9123
H -0.6865 2.3472 3.9265
C 3.0426 2.6326 -0.8825
O 1.7268 2.4137 -1.4068
H 3.6758 2.9393 -1.7122
H 3.0571 3.4703 -0.1765
H 3.4076 1.7311 -0.3858
H 1.1149 2.4619 -0.6644
C 2.4271 -2.9604 -3.2921
O 3.3342 -1.8872 -3.0886
H 2.7419 -3.8366 -2.7129
H 1.4296 -2.7055 -2.9199
H 2.3777 -3.2507 -4.3366
H 3.2024 -1.5736 -2.1878
*
```

* gap between HOMO and LUMO (alpha / beta): 0.2938 / 0.2796 Ha
* electronic energy: -78972.511 eV
* HOMO (alpha / beta): -11.51 / -11.51 eV